No. 1
DFT (the ωB97M-V functional and the def2-TZVPD basis) results for a gas-phase ion, C6H3N2O6P (charge -2) in a non-equilibrium geometry.

Values from the calculation:
2S+1: 1
Lowest unoccupied orbital energy in eV: 5.854
Total charge: -2
Relative energy (zero: lowest compared OMol25 entry of this formula, charge and spin) in kcal per mole: 6.5
Structure (SMILES): O=c1occ([O-])n1POc1coc([O-])n1
Frontier orbital gap in eV: 6.107

Element x y z (Å)
C -1.61600 1.99089 2.01044
C 1.95749 -2.91339 -1.02820
C -1.69703 1.34188 0.77332
C 1.25508 -1.82996 -1.57994
C 0.45951 1.84395 1.30496
C 2.04340 -3.05890 -3.14688
N -0.33308 1.31584 0.33615
N 1.29098 -2.00617 -2.95911
O -2.57604 0.75664 0.10903
O 0.67626 -0.84365 -0.81589
O 1.59978 2.11168 1.16551
O 2.51578 -3.52714 -4.19186
O -0.27552 2.13803 2.36949
O 2.43367 -3.68681 -2.02494
P 0.19864 0.74466 -1.17518
H -2.43593 2.26535 2.66926
H 2.05842 -3.38645 -0.05863
H -1.08358 0.53536 -1.51936

No. 2
DFT (the ωB97M-V functional and the def2-TZVPD basis) results for 2 unconnected molecules or ions with the total composition C2H11N2O in a non-equilibrium geometry.

Values from the calculation:
2S+1: 1
Lowest unoccupied orbital energy in eV: -3.078
Total charge: +1
Relative energy (zero: lowest compared OMol25 entry of this formula, charge and spin) in kcal per mole: 9.2
Frontier orbital gap in eV: 11.629

Element x y z (Å)
C 2.03703 0.24242 0.61941
N 1.31886 -0.86185 -0.09535
H 3.08281 -0.01396 0.73909
H 1.52660 0.42433 1.56124
H 1.95479 1.14288 0.03478
H 1.23101 -1.64532 0.57339
H 0.34808 -0.56018 -0.28364
H 1.83492 -1.22509 -0.90027
N -1.20187 -0.03067 -1.25820
C -1.90759 0.43970 -0.07224
O -0.97765 0.35650 0.98892
H -1.04639 0.72380 -1.91050
H -1.73681 -0.76575 -1.70622
H -2.75444 -0.23137 0.11675
H -2.27308 1.44322 -0.21859
H -1.43629 0.56135 1.81143

No. 3
DFT (the ωB97M-V functional and the def2-TZVPD basis) results for 2 unconnected molecules or ions with the total composition C4H3Cl3O4S in a non-equilibrium geometry.

Values from the calculation:
2S+1: 1
Lowest unoccupied orbital energy (alpha / beta) in eV: -3.485 / -3.500
Relative energy (zero: lowest compared OMol25 entry of this formula, charge and spin) in kcal per mole: 66.5
Frontier orbital gap (alpha / beta) in eV: 4.709 / 4.774

Element x y z (Å)
C -0.01368 2.02360 -1.98411
C -1.12312 -1.41335 1.92034
C 0.41212 0.78227 -1.20701
C 0.02538 -1.98399 1.26035
O -0.31005 3.04380 -1.47025
O -2.20848 -1.83479 2.18655
O 0.96539 1.07044 0.02655
O 1.20979 -1.49779 0.89719
S -1.27862 0.06200 -1.13239
Cl -0.09129 1.69399 -3.73756
Cl -0.75060 0.18162 2.43712
Cl -0.03526 -3.62494 1.04927
H 0.99477 0.14195 -1.96533
H 0.95179 1.91604 0.43739
H 1.25188 -0.56083 1.28189

No. 4
DFT (the ωB97M-V functional and the def2-TZVPD basis) results for a molecular structure, C36H54IN3O2RuSSi2Te in a non-equilibrium geometry.

Values from the calculation:
2S+1: 2
Lowest unoccupied orbital energy (alpha / beta) in eV: 1.994 / 1.781
Total charge: -1
<S²>: 0.7605
Relative energy (zero: lowest compared OMol25 entry of this formula, charge and spin) in kcal per mole: 38.1
Frontier orbital gap (alpha / beta) in eV: 5.688 / 5.481

Element x y z (Å)
Ru 0.52395 -0.58083 0.07335
C 5.61596 3.73330 -1.92388
Si 4.33798 2.56395 -2.66052
C 5.13769 1.68892 -4.10754
C 2.91611 3.59501 -3.27684
C 3.97414 1.27833 -1.33710
C 4.92545 1.02372 -0.35944
C 4.72681 0.01611 0.57586
C 3.54058 -0.68805 0.53352
N 2.59029 -0.47702 -0.37555
C 2.82131 0.46523 -1.33930
S 1.61991 0.55940 -2.55698
H 5.70899 4.61881 -2.55798
H 6.60713 3.28007 -1.84836
H 5.32165 4.06662 -0.92568
H 5.40330 2.39510 -4.89937
H 4.44399 0.95547 -4.52547
H 6.04441 1.16291 -3.80016
H 3.32968 4.48452 -3.76431
H 2.24518 3.91020 -2.47505
H 2.31748 3.03493 -3.99296
H 5.83510 1.61345 -0.31659
H 5.45976 -0.21424 1.33670
H 3.33817 -1.45961 1.25354
C -3.92119 -0.00517 -0.55275
N -3.38857 -1.18136 -1.24188
C -4.28808 -2.23441 -1.67023
C -2.08690 -1.34978 -1.26596
N -0.93052 -1.39679 -1.22512
H -4.40817 0.66700 -1.26165
H -3.10245 0.51848 -0.06117
H -4.63483 -0.33531 0.20675
H -5.02178 -1.83155 -2.37187
H -4.81142 -2.66670 -0.81266
H -3.71775 -3.01537 -2.16685
C 2.01205 -2.62359 2.68097
Si 0.70296 -2.58902 1.28013
C 1.22377 -4.03881 0.06087
C 1.98472 -5.17067 0.76756
C 0.01506 -4.64912 -0.66086
C 2.15078 -3.50121 -1.03667
C -0.87631 -3.16917 2.29651
C -2.17000 -3.02827 1.49376
C -1.05567 -2.32261 3.56819
C -0.73538 -4.61901 2.78238
H 2.95529 -3.07956 2.37137
H 1.67146 -3.19278 3.54946
H 2.22325 -1.60603 3.01951
H 1.44391 -5.59725 1.61314
H 2.95525 -4.83355 1.13658
H 2.17680 -5.98749 0.05741
H -0.68911 -5.14766 0.00454
H 0.36357 -5.40081 -1.38301
H -0.53405 -3.88952 -1.22209
H 3.09459 -3.12791 -0.62987
H 1.70406 -2.68404 -1.60422
H 2.39206 -4.31637 -1.73382
H -2.35871 -1.97590 1.27269
H -3.02145 -3.39670 2.08566
H -2.15872 -3.57639 0.55004
H -1.19584 -1.27027 3.34822
H -0.20986 -2.42306 4.25265
H -1.94730 -2.67911 4.10376
H -0.77697 -5.35624 1.98117
H -1.55680 -4.85025 3.47571
H 0.19832 -4.78050 3.32635
I 0.31456 4.20057 7.52009
C 0.24029 3.06806 5.77544
C 1.41064 2.84056 5.06401
C 1.35439 2.08284 3.90322
C 0.14475 1.56195 3.46370
C -1.01525 1.79789 4.18460
C -0.97478 2.55353 5.34836
C 0.09120 0.75170 2.19532
O -0.98862 0.27883 1.79914
O 1.18254 0.58163 1.56736
H 2.35043 3.25070 5.40735
H 2.24462 1.88500 3.32032
H -1.94430 1.37853 3.82027
H -1.87799 2.74024 5.91309
C -6.07875 3.09200 -3.34684
C -4.70450 2.91079 -2.75856
C -4.36223 3.46799 -1.53598
C -3.08863 3.32109 -0.98749
C -2.80384 3.92315 0.35912
C -2.11261 2.60452 -1.69725
Te -0.20765 2.34516 -0.81039
C -2.44092 2.03372 -2.93667
C -1.42943 1.25016 -3.72224
C -3.72823 2.19295 -3.43996
H -6.78383 3.45378 -2.59725
H -6.46687 2.15414 -3.74933
H -6.06889 3.81594 -4.16552
H -5.11025 4.02538 -0.97910
H -3.70903 4.35292 0.79090
H -2.04702 4.70920 0.29300
H -2.40487 3.17396 1.04940
H -1.08814 0.37021 -3.17291
H -0.53476 1.84872 -3.91315
H -1.84687 0.92560 -4.67695
H -3.97022 1.74411 -4.39961

No. 5
DFT (the ωB97M-V functional and the def2-TZVPD basis) results for C5H9NOS in the gas phase in a non-equilibrium geometry.

Values from the calculation:
2S+1: 1
Lowest unoccupied orbital energy in eV: 0.436
Relative energy (zero: lowest compared OMol25 entry of this formula, charge and spin) in kcal per mole: 100.7
Frontier orbital gap in eV: 9.683

Element x y z (Å)
C 1.28177 -0.90878 1.35902
C 1.57893 -1.80926 0.44752
C 0.30306 0.30451 1.39045
C -0.56926 1.16802 -1.24916
C -1.28194 0.33961 -0.32262
N -0.97756 -0.06689 0.82849
O 1.93236 -1.88032 -2.03864
S 0.78849 -1.90885 -1.11073
H 1.97683 -0.91885 2.23228
H 2.21710 -2.59332 0.80169
H 0.21112 0.73463 2.41132
H 0.93735 0.85147 0.71090
H -0.04706 0.44839 -1.88766
H -1.21032 1.85547 -1.91792
H 0.17041 1.72902 -0.78241
H 0.54677 -3.42356 -0.96076
H -2.27979 0.06792 -0.69244

No. 6
DFT (the ωB97M-V functional and the def2-TZVPD basis) results for a molecular structure, C30H46BF2MgNO27 in a non-equilibrium geometry.

Values from the calculation:
2S+1: 1
Lowest unoccupied orbital energy in eV: -0.779
Frontier orbital gap in eV: 9.375

Element x y z (Å)
Mg 0.45996 0.18046 2.24003
O -5.12081 5.16041 0.66284
C -4.93411 4.15430 1.36142
O -4.29711 3.03301 1.07529
B -4.29617 2.13143 2.23056
O -5.02434 2.87373 3.27789
C -5.48332 4.01976 2.75266
O -6.19242 4.85962 3.33833
O -2.90343 1.88730 2.53777
C -2.61903 0.64328 2.20422
O -1.52366 0.10094 2.10664
C -3.93543 -0.08560 1.81826
O -4.86587 0.82237 1.91126
O -4.13923 -1.23189 1.43851
N 0.71030 -1.86839 -0.19102
O 1.44660 -1.45497 -1.06646
O 0.04407 -2.90791 -0.22218
O 0.67993 -1.26297 0.89432
C 4.05119 -3.05048 -1.72521
C 3.21328 -4.31907 -1.46514
O 4.19140 -5.12937 -0.89921
C 5.42401 -4.78341 -1.39720
O 6.43724 -5.45600 -1.31148
O 5.32697 -3.58450 -1.99863
F 2.84390 -4.77042 -2.63034
H 4.00955 -2.47025 -0.80342
H 3.69463 -2.50792 -2.60076
H 2.40771 -4.31227 -0.73090
C -3.32793 -3.11858 -0.86057
C -2.67224 -4.51982 -1.15393
O -2.80651 -4.55138 -2.53369
C -3.79263 -3.70952 -2.99440
O -4.19697 -3.64324 -4.12531
O -4.18265 -2.92428 -2.00285
F -3.53927 -5.32815 -0.64904
H -2.52704 -2.38130 -0.91615
H -3.84695 -3.09853 0.09772
H -1.70484 -4.55392 -0.65284
O 4.45793 2.19612 -4.87728
C 3.38236 1.72664 -4.39785
O 2.20326 2.35946 -4.22539
C 1.93809 3.72460 -4.53821
C 0.41938 4.02128 -4.25660
C 3.32365 0.29901 -3.84980
H 2.12101 3.85062 -5.60534
H 2.63066 4.31470 -3.93802
H 0.12488 3.74774 -3.24341
H -0.17694 3.56350 -5.04588
H 0.29772 5.09747 -4.37946
H 3.20770 0.27417 -2.76627
H 4.27130 -0.13366 -4.17051
H 2.41840 -0.16998 -4.23540
O 2.40966 0.22256 2.48728
C 3.65295 0.04364 2.38041
O 4.60747 0.39659 3.30731
C 4.18589 0.93906 4.59187
C 5.34492 1.22817 5.44359
C 4.22510 -0.51253 1.10184
H 3.58127 0.19580 5.11156
H 3.57761 1.80635 4.33511
H 5.06862 1.71956 6.37648
H 5.97411 1.81622 4.77543
H 5.80788 0.28135 5.72162
H 3.56145 -0.52273 0.23722
H 4.47828 -1.51479 1.44750
H 5.14095 -0.02845 0.76277
O 0.57164 1.56508 0.97258
C 0.63865 2.22333 -0.07920
O -0.09620 3.20212 -0.49106
C -1.25349 3.76781 0.11513
C -1.67652 4.96140 -0.67842
C 1.68410 1.89075 -1.13644
H -0.90711 4.08743 1.09796
H -2.02660 3.01662 0.27673
H -0.93005 5.71061 -0.41467
H -2.62597 5.37010 -0.33260
H -1.70178 4.72040 -1.74114
H 2.36529 1.10079 -0.82015
H 2.29368 2.71893 -1.49784
H 1.17500 1.54988 -2.03795
O 0.30985 -1.34863 3.69908
C 0.33742 -2.40011 4.28818
O -0.56318 -3.43633 4.11346
C -1.57176 -3.43729 3.05649
C -2.47181 -4.64533 3.05765
C 1.48172 -2.61212 5.27443
H -1.19964 -3.32510 2.03814
H -2.14550 -2.53613 3.27289
H -2.94122 -4.94635 3.99422
H -1.90505 -5.55252 2.84817
H -3.20866 -4.52959 2.26282
H 1.18718 -3.24483 6.11170
H 1.83564 -1.69632 5.74788
H 2.33343 -3.07609 4.77703
O -1.61080 0.06518 -1.01911
C -1.87663 0.25253 -2.16785
O -2.89181 1.05659 -2.59042
C -3.80643 1.59640 -1.65975
C -4.08456 3.02623 -2.19971
C -1.09857 -0.30390 -3.34356
H -3.30862 1.63308 -0.69076
H -4.64582 0.90728 -1.56680
H -4.77578 3.11053 -3.03830
H -3.16177 3.38901 -2.65243
H -4.45429 3.75445 -1.47785
H -0.07496 -0.56346 -3.07345
H -0.91989 0.42388 -4.13508
H -1.52349 -1.23129 -3.72760